# C47H50As2N4O2SSn

A molecular structure, C47H50As2N4O2SSn (ωB97M-V/def2-TZVPD, the Open Molecules 2025 dataset).

* multiplicity: 1
* energy relative to the best compared isomer or geometry (same formula, charge and spin): 3.0 kcal/mol

```
107
Properties=species:S:1:pos:R:3:forces:R:3
Sn 0.043396 0.071982 -0.277589 -0.05 -0.10 -0.18
O 2.094008 0.237487 0.035858 0.01 0.01 0.01
C 2.721174 -0.899323 0.530430 0.03 -0.04 0.04
C 1.857797 -1.551620 1.679352 0.04 0.02 0.02
C 1.275801 -0.497962 2.570982 -0.04 0.01 -0.06
C 1.777137 -0.198683 3.826086 0.01 -0.01 0.00
C 1.223183 0.857413 4.533228 -0.02 0.01 0.00
C 0.192377 1.591589 3.973575 0.01 0.00 0.00
C -0.274428 1.241612 2.714018 0.02 -0.03 -0.03
C -1.334741 2.014115 1.992029 -0.04 -0.03 0.00
C -0.750619 2.871249 0.831576 -0.01 0.01 0.04
O -0.195651 2.082390 -0.171878 0.03 0.02 0.08
C -1.848755 3.713906 0.175003 0.06 0.01 -0.12
C -3.207502 3.558180 0.406453 -0.03 0.02 0.07
C -4.142419 4.301948 -0.310395 0.01 -0.01 0.01
C -3.725757 5.210284 -1.267070 0.02 0.02 -0.01
C -2.364450 5.378283 -1.502107 -0.02 0.02 0.01
C -1.440982 4.636724 -0.788877 -0.02 0.00 0.00
C 0.318336 3.785508 1.440443 -0.03 -0.01 0.02
C -0.038768 4.811459 2.311078 0.01 0.03 0.00
C 0.933261 5.585661 2.925413 -0.02 0.00 0.00
C 2.277626 5.343654 2.670516 0.01 0.00 0.00
C 2.635920 4.331771 1.792807 0.03 0.01 0.00
C 1.661009 3.554548 1.178612 -0.03 -0.01 -0.01
N 0.255449 0.206391 2.056896 0.06 0.01 0.05
C 2.928838 -1.916239 -0.600580 -0.01 0.01 0.01
C 2.959639 -3.291814 -0.401875 0.00 0.00 0.01
C 3.156417 -4.163515 -1.468038 -0.01 -0.01 0.01
C 3.317147 -3.669759 -2.753056 0.00 0.00 -0.02
C 3.281596 -2.295255 -2.962986 0.00 -0.01 -0.03
C 3.090565 -1.430516 -1.898074 0.01 0.01 0.03
C 4.061895 -0.497952 1.162891 0.00 -0.04 -0.02
C 4.199215 0.783843 1.682672 0.00 0.01 0.00
C 5.362902 1.160744 2.338705 -0.02 0.02 0.00
C 6.408982 0.261950 2.480973 0.01 -0.02 0.00
C 6.281948 -1.018464 1.960691 0.02 0.01 0.01
C 5.117037 -1.394920 1.308151 -0.04 0.01 -0.01
H 2.472604 -2.234543 2.266028 -0.01 -0.02 -0.01
H 1.040505 -2.128124 1.233029 -0.01 -0.01 0.00
H 2.604127 -0.771517 4.223158 0.00 0.00 0.00
H 1.607079 1.117315 5.511338 0.00 0.00 0.00
H -0.237514 2.441367 4.485569 0.00 0.00 0.01
H -1.856615 2.663465 2.695656 0.00 -0.02 0.02
H -2.057725 1.311202 1.565500 -0.01 0.04 0.00
H -3.565344 2.858507 1.151640 0.01 -0.01 -0.02
H -5.198912 4.164617 -0.115694 0.00 0.00 0.00
H -4.452056 5.786633 -1.825766 0.00 0.00 0.00
H -2.026072 6.089538 -2.245405 0.00 0.00 0.00
H -0.380962 4.759067 -0.976828 0.00 -0.01 -0.01
H -1.087749 5.017088 2.497891 0.00 0.00 0.00
H 0.642759 6.383958 3.597009 0.00 0.00 0.00
H 3.038231 5.948662 3.147528 0.00 0.00 0.00
H 3.681991 4.145396 1.579705 0.00 -0.01 0.00
H 1.923005 2.757917 0.493240 0.01 0.02 0.01
H 2.820969 -3.705948 0.589928 0.01 0.01 0.00
H 3.178271 -5.231422 -1.289536 0.00 -0.01 0.00
H 3.474829 -4.347173 -3.583040 0.00 0.00 0.00
H 3.406746 -1.896483 -3.962130 0.00 0.00 0.00
H 3.054616 -0.360606 -2.053570 0.00 0.00 0.00
H 3.381456 1.479465 1.561786 0.01 0.02 0.00
H 5.450806 2.163037 2.740394 -0.01 0.00 0.00
H 7.318796 0.556483 2.988239 0.00 0.00 0.00
H 7.096221 -1.725830 2.056340 0.00 0.00 0.00
H 5.039318 -2.393844 0.897830 0.00 -0.01 0.00
C -0.873808 1.043343 -5.350409 0.00 -0.03 -0.02
As -1.261946 0.856090 -3.436818 0.03 0.10 0.05
C -2.583033 2.305291 -3.378999 -0.06 -0.01 0.00
C -2.405342 -0.746458 -3.495400 0.00 0.02 -0.05
C -2.305976 -1.618934 -4.582012 0.03 0.01 0.03
C -2.987459 -2.827082 -4.603584 0.01 0.02 0.00
C -3.786107 -3.184287 -3.529468 0.01 0.00 0.01
C -3.900020 -2.323877 -2.448416 0.00 0.00 -0.02
C -3.220863 -1.108838 -2.413952 -0.04 0.00 0.04
As -3.444051 0.119523 -0.897571 0.05 -0.04 0.04
C -5.262312 0.719088 -1.337455 -0.01 -0.01 -0.02
C -3.930665 -1.128943 0.527713 0.02 0.00 0.02
H -1.782574 1.018404 -5.952039 0.01 -0.01 -0.01
H -0.183863 0.272908 -5.690414 0.01 0.00 0.00
H -0.386063 2.010111 -5.474519 -0.01 0.00 -0.01
H -3.461363 2.066792 -3.979519 0.00 0.00 -0.01
H -2.098511 3.193269 -3.785634 0.00 0.00 -0.01
H -2.870149 2.522737 -2.350804 0.02 -0.02 -0.04
H -1.683360 -1.358498 -5.427334 0.01 -0.01 -0.02
H -2.887846 -3.487735 -5.455426 0.00 0.00 0.00
H -4.314866 -4.128922 -3.528154 0.00 0.00 0.00
H -4.523902 -2.615609 -1.613820 -0.01 0.00 0.02
H -5.904310 -0.137744 -1.542651 -0.01 0.01 -0.01
H -5.228534 1.369120 -2.210542 -0.01 0.00 0.00
H -5.665001 1.284655 -0.496659 0.01 0.00 0.01
H -4.818183 -1.715770 0.294481 -0.01 0.00 -0.02
H -4.140071 -0.534645 1.418810 0.01 -0.01 0.01
H -3.089372 -1.791430 0.728228 -0.02 0.01 0.00
C 0.944317 -5.321774 3.261550 0.00 -0.01 0.02
C -0.443254 -5.561661 2.665418 0.00 0.00 -0.01
C -0.624861 -4.841718 1.368620 0.00 0.06 0.07
N -1.249543 -3.720194 1.253096 -0.04 -0.14 -0.07
N -1.201937 -3.197773 -0.014516 -0.12 0.11 0.17
C -0.525439 -3.932107 -0.835761 0.12 0.02 -0.13
N -0.349835 -3.643070 -2.166124 -0.02 0.04 0.04
S 0.086622 -5.388247 -0.118517 0.03 -0.04 0.01
H 1.053202 -5.850029 4.208685 0.01 0.00 0.00
H 1.100241 -4.257466 3.442549 0.00 0.01 0.00
H 1.728728 -5.671586 2.588008 0.00 0.00 0.00
H -1.215543 -5.192900 3.340630 0.00 0.00 0.00
H -0.611762 -6.631005 2.521991 -0.01 0.00 0.01
H -0.776560 -2.758745 -2.421681 0.01 0.00 0.02
H 0.607204 -3.719139 -2.487341 0.00 -0.03 -0.03
```
Forces are in eV/Å.

Atomic partial charges in e from the Löwdin method, atoms 1 to 5:
1 Sn 1.177
2 O -0.360
3 C -0.491
4 C -0.076
5 C -0.245


# C47H50BClO4

8 unconnected molecules or ions with the total composition C47H50BClO4 at a distorted geometry (ωB97M-V/def2-TZVPD, the Open Molecules 2025 dataset).

* SMILES: O=C1C[C@@H](CB(O)O)[C@H](Cl)O1.c1ccccc1.c1ccccc1.c1ccccc1.c1ccccc1.c1ccccc1.c1ccccc1.c1ccccc1
* total energy: -70941.1677 eV
* multiplicity: 1

```
103
Properties=species:S:1:pos:R:3:forces:R:3
O 1.068274 6.148821 -0.344391 4.89 1.27 1.79
C 0.063065 5.871417 -0.797268 -5.01 -0.25 -2.28
C -1.308521 6.462242 -0.604570 0.06 0.05 1.01
C -2.027817 5.163944 -0.236644 -0.35 0.63 -0.44
C -3.555953 5.310778 -0.165549 0.06 -1.13 0.05
B -4.301397 4.045158 -0.821629 0.41 1.16 0.41
O -4.577354 4.056668 -2.155391 -0.87 -0.26 -0.13
O -4.602221 2.977588 -0.048155 0.38 -0.72 -0.26
C -1.417778 4.223678 -1.280492 1.26 0.24 -0.16
Cl -1.013565 2.633531 -0.546359 -0.35 0.01 -0.17
O -0.167571 4.812126 -1.635484 0.47 -0.93 -0.01
H -1.742226 6.878005 -1.499455 0.12 0.05 -0.60
H -1.336938 7.233982 0.151520 0.01 0.00 0.38
H -1.614507 4.835240 0.709884 -0.13 -0.11 0.32
H -3.859163 6.254053 -0.600673 -0.08 0.25 -0.21
H -3.819880 5.332267 0.881906 -0.19 0.30 0.36
H -4.872243 4.931834 -2.424216 0.33 -0.01 -0.30
H -3.972392 2.921883 0.678912 -0.34 -0.07 0.24
H -1.917180 4.077930 -2.223504 -0.66 -0.33 0.03
C -2.793753 -2.614943 -1.561211 0.00 -0.03 -0.06
C -4.003995 -2.924618 -0.957201 -0.01 -0.01 0.00
C -4.601795 -2.016025 -0.093775 0.01 0.00 0.02
C -3.986332 -0.799930 0.168447 0.01 -0.02 0.03
C -2.771420 -0.493767 -0.430060 0.03 0.00 0.05
C -2.176920 -1.400417 -1.295941 0.01 0.01 -0.02
H -2.329077 -3.321742 -2.237524 0.01 -0.01 0.02
H -4.482127 -3.874987 -1.159232 0.00 0.01 -0.01
H -5.547815 -2.256114 0.374897 0.00 0.00 0.00
H -4.454218 -0.090236 0.838983 -0.01 0.00 -0.02
H -2.285265 0.451602 -0.223946 -0.12 -0.12 -0.03
H -1.229818 -1.161169 -1.763928 -0.01 0.01 -0.01
C 5.160102 6.023022 1.479789 0.01 -0.06 0.01
C 6.163085 5.102497 1.754498 0.01 0.02 -0.01
C 5.953068 3.752771 1.507775 0.03 -0.02 0.01
C 4.738663 3.323327 0.989608 -0.01 -0.01 0.00
C 3.734073 4.243289 0.722317 -0.03 -0.05 -0.02
C 3.944060 5.593134 0.965642 0.08 0.07 0.06
H 5.326191 7.076528 1.666978 0.00 0.00 0.01
H 7.109424 5.437412 2.160874 0.00 0.00 -0.01
H 6.735591 3.034426 1.718760 -0.01 -0.01 -0.01
H 4.575731 2.270489 0.794594 0.01 0.00 0.01
H 2.784528 3.909838 0.322368 0.00 0.03 -0.02
H 3.161017 6.305674 0.754735 -0.02 0.00 -0.03
C -0.391089 -3.960520 0.634422 -0.04 0.03 0.01
C -0.330833 -5.311540 0.946667 -0.03 -0.02 0.04
C 0.860740 -6.006401 0.800499 0.05 -0.04 0.06
C 1.994032 -5.352018 0.338163 0.02 -0.02 0.02
C 1.933392 -4.002555 0.018947 0.00 0.00 -0.03
C 0.740739 -3.306262 0.167757 0.01 -0.01 -0.03
H -1.320363 -3.417861 0.752172 0.00 0.01 -0.02
H -1.215085 -5.824314 1.304029 0.02 0.00 0.04
H 0.906089 -7.060548 1.044628 0.00 0.00 0.00
H 2.923551 -5.895162 0.223954 -0.01 0.00 -0.01
H 2.815914 -3.492581 -0.347056 0.00 0.00 0.02
H 0.692289 -2.253312 -0.080617 -0.01 0.00 0.01
C -0.661127 -7.627071 -2.506275 0.00 0.00 0.00
C -0.448971 -8.659342 -3.409939 -0.01 -0.03 0.02
C 0.599387 -8.583371 -4.316259 0.01 -0.01 -0.01
C 1.433272 -7.473482 -4.320831 0.00 0.00 0.00
C 1.215857 -6.438217 -3.421871 0.02 -0.01 -0.02
C 0.169567 -6.515315 -2.513713 -0.05 0.08 -0.01
H -1.475923 -7.688506 -1.794616 -0.01 0.01 -0.01
H -1.100971 -9.523894 -3.407628 0.01 0.00 0.00
H 0.766881 -9.389379 -5.019422 0.00 0.00 0.00
H 2.252691 -7.415300 -5.026171 -0.01 0.00 0.00
H 1.863074 -5.570057 -3.427491 0.00 0.00 0.02
H 0.001124 -5.709614 -1.810881 0.01 0.01 -0.01
C -3.171747 -7.918416 1.888030 0.01 -0.01 -0.02
C -4.025370 -8.002993 2.978789 -0.02 0.03 0.01
C -3.865826 -9.021702 3.907447 0.00 -0.01 0.01
C -2.854849 -9.958221 3.743295 -0.01 -0.01 0.00
C -2.006019 -9.878322 2.648302 0.03 -0.02 0.00
C -2.162901 -8.857864 1.721059 0.00 0.04 -0.03
H -3.293151 -7.119719 1.166461 -0.02 -0.01 -0.01
H -4.815336 -7.273668 3.105592 0.01 0.00 0.00
H -4.529834 -9.085930 4.759985 0.00 0.00 0.00
H -2.728981 -10.751548 4.468981 0.00 0.00 -0.01
H -1.220712 -10.611944 2.517441 0.00 0.01 0.00
H -1.498784 -8.794184 0.867257 0.00 0.00 0.00
C -2.932325 11.022223 2.398310 0.00 0.01 0.01
C -4.084968 10.599855 3.045798 0.00 0.00 0.01
C -4.889350 9.626887 2.469289 -0.02 -0.01 0.01
C -4.542534 9.078438 1.242757 0.01 -0.02 -0.02
C -3.393770 9.506837 0.591898 0.00 -0.04 -0.01
C -2.587519 10.477368 1.169491 0.03 0.00 -0.01
H -2.302432 11.776875 2.851290 -0.01 0.00 -0.01
H -4.356614 11.029298 4.001511 0.00 -0.01 0.00
H -5.786822 9.295958 2.976025 0.00 0.00 0.00
H -5.168983 8.317412 0.793940 -0.01 0.01 0.00
H -3.125858 9.083207 -0.368447 -0.01 0.02 -0.01
H -1.690495 10.809398 0.662358 0.00 0.00 0.00
C 7.968315 1.632273 -0.922162 0.02 0.02 0.02
C 8.969644 0.711087 -0.647930 0.01 0.00 0.00
C 8.758328 -0.638652 -0.893639 0.01 -0.01 0.01
C 7.544011 -1.067666 -1.410484 -0.01 -0.01 0.01
C 6.539882 -0.147153 -1.677593 -0.01 -0.01 0.00
C 6.752102 1.202768 -1.434669 -0.03 0.01 -0.01
H 8.134516 2.685778 -0.735609 -0.02 0.00 0.01
H 9.916257 1.045452 -0.242484 0.00 0.00 -0.01
H 9.540523 -1.356640 -0.682165 0.00 0.00 0.00
H 7.379786 -2.120101 -1.604425 0.00 0.00 0.01
H 5.590433 -0.482165 -2.076158 0.01 0.00 -0.01
H 5.969514 1.921193 -1.643903 0.01 0.01 0.01
```
Forces are in eV/Å.

Atomic partial charges in e from the Löwdin method, atoms 1 to 5:
1 O 0.218
2 C -0.506
3 C -0.035
4 C -0.308
5 C -0.026